Record 1
This record from OMol25 describes an isolated molecule of C3H6Br2OSi in a non-equilibrium geometry. The level of theory is wB97M-V/def2-TZVPD.

The multiplicity is 1. As for the HOMO energy: -9.69 eV. For the energy above the lowest of the compared OMol25 structures with the same formula, charge and spin, the calculation gives 0.0115 eV. Its SMILES is C=CCO[SiH](Br)Br.

Positions of all 13 atoms, in Å:
1 C -2.2604 0.7346 -0.0517
2 C -1.2460 -0.0678 0.0025
3 C -0.2766 -0.2736 1.1299
4 O 0.8585 -0.9876 0.6777
5 Si 2.0401 -0.3032 -0.8638
6 Br 4.0820 -1.2031 -0.4032
7 Br 2.2313 1.8645 -0.8621
8 H -2.6863 0.7213 -1.0274
9 H -2.7126 1.1591 0.7484
10 H -0.8678 -0.5735 -0.8795
11 H -0.7327 -0.8330 1.9724
12 H 0.1070 0.6775 1.5769
13 H 1.4635 -0.9152 -2.0200



Record 2
This record from OMol25 describes an isolated ion of composition C2H6N and charge +1 in a non-equilibrium geometry. The level of theory is wB97M-V/def2-TZVPD.

Its charge is +1. The multiplicity is 1. As for the HOMO energy: -18.40 eV. For the energy above the lowest of the compared OMol25 structures with the same formula, charge and spin, the calculation gives 0.3122 eV. Its SMILES is C=[NH+]C.

Positions of all 9 atoms, in Å:
1 C 0.5304 1.1495 0.5482
2 N -0.3526 0.4253 -0.0007
3 C -0.1841 -1.0347 -0.4349
4 H 1.4889 0.6247 0.6487
5 H 0.4396 2.0872 1.0844
6 H -1.2738 0.7753 -0.2676
7 H 0.8472 -1.3086 -0.6441
8 H -0.7975 -1.1704 -1.3179
9 H -0.6982 -1.5483 0.3839



Record 3
This record from OMol25 describes an isolated molecule of C12H19NS in a non-equilibrium geometry. The level of theory is wB97M-V/def2-TZVPD.

The multiplicity is 1. As for the HOMO energy: -8.64 eV. For the energy above the lowest of the compared OMol25 structures with the same formula, charge and spin, the calculation gives 0.3022 eV. Its SMILES is CCCSc1ccc(C[C@@H](C)N)cc1.

Positions of all 33 atoms, in Å:
1 C 2.3787 2.5737 2.6515
2 C 0.9355 2.3816 2.1750
3 C 0.0315 1.7320 3.2195
4 S -1.6813 1.3522 2.7561
5 C -1.5141 0.4860 1.2326
6 C -1.5336 -0.9441 1.2559
7 C -1.4181 -1.6687 0.0854
8 C -1.3663 -1.0371 -1.1650
9 C -1.2103 -1.8395 -2.3632
10 C 0.3383 -2.0919 -2.6520
11 C 0.9995 -0.7774 -3.1714
12 N 1.0160 -2.7341 -1.4799
13 C -1.4512 0.3809 -1.1651
14 C -1.5145 1.1308 -0.0012
15 H 2.7995 1.5781 2.9612
16 H 3.0779 2.9303 1.8739
17 H 2.3445 3.2235 3.5101
18 H 0.8356 1.7403 1.2919
19 H 0.4906 3.3622 1.9744
20 H -0.0434 2.3545 4.1295
21 H 0.5056 0.7984 3.5180
22 H -1.6301 -1.4156 2.2581
23 H -1.4466 -2.7174 0.2011
24 H -1.7361 -2.7873 -2.3963
25 H -1.5856 -1.3377 -3.2748
26 H 0.3013 -2.8900 -3.4873
27 H 0.9849 -0.0618 -2.3516
28 H 0.4545 -0.3017 -3.9860
29 H 2.0434 -0.8715 -3.4673
30 H 0.4573 -3.5521 -1.1844
31 H 1.1202 -2.0861 -0.6915
32 H -1.5262 0.8619 -2.1603
33 H -1.4575 2.2277 -0.0970



Record 4
This record from OMol25 describes an isolated ion of composition C7H10 and charge -1 in a non-equilibrium geometry. The level of theory is wB97M-V/def2-TZVPD.

Its charge is -1. The multiplicity is 2. As for the HOMO energy (alpha / beta): 0.14 / -2.56 eV. For the energy above the lowest of the compared OMol25 structures with the same formula, charge and spin, the calculation gives 1.0478 eV. As for the expectation value of S²: 0.77.

Positions of all 17 atoms, in Å:
1 C 2.5763 0.0165 1.2646
2 C 2.6391 0.3292 2.5555
3 C 0.4047 -0.1803 0.0645
4 C 1.5410 0.5682 0.3559
5 C -2.8410 -0.3490 -1.9308
6 C -2.0096 -0.2183 -0.6941
7 C -0.7081 0.2701 -0.7191
8 H 3.3189 -0.7043 0.8968
9 H 1.9879 1.0552 3.0238
10 H 3.2874 -0.2473 3.2151
11 H 0.2443 -1.1251 0.5823
12 H 1.7195 1.4401 -0.2676
13 H -3.8974 -0.0700 -1.7926
14 H -2.8835 -1.3356 -2.4225
15 H -2.4784 0.3584 -2.6884
16 H -2.4689 -0.5652 0.2252
17 H -0.4320 0.7574 -1.6687



Record 5
This record from OMol25 describes C22H29CrF5N4O5Si as an isolated structure in a non-equilibrium geometry. The level of theory is wB97M-V/def2-TZVPD.

Its charge is -1. The multiplicity is 4. As for the HOMO energy (alpha / beta): -4.34 / -4.31 eV. For the energy above the lowest of the compared OMol25 structures with the same formula, charge and spin, the calculation gives 0.2289 eV. As for the expectation value of S²: 3.80.

Positions of all 67 atoms, in Å:
1 Cr 0.1105 0.5696 0.2981
2 O 2.6384 -4.7683 1.4011
3 C 2.0126 -3.5958 1.1365
4 C 0.9293 -3.1494 1.8907
5 C 0.3498 -1.9510 1.5474
6 N 0.8009 -1.2267 0.5265
7 C 1.8545 -1.6304 -0.1800
8 C 2.4877 -2.8224 0.0798
9 C 2.2431 -0.6053 -1.2319
10 O 3.0956 -0.8637 -2.0639
11 O 1.5635 0.4841 -1.1165
12 C -0.8043 -1.2777 2.2647
13 O -1.3719 -1.8350 3.1877
14 O -1.0783 -0.1168 1.7666
15 H 2.2401 -5.1659 2.1828
16 H 0.5343 -3.7008 2.7355
17 H 3.3350 -3.1318 -0.5151
18 F 2.0369 0.2477 2.4756
19 C 1.4753 1.3107 1.7570
20 F 0.9426 2.1163 2.7589
21 C 2.6929 2.1052 1.2393
22 F 3.2476 2.9139 2.1737
23 F 3.6650 1.2928 0.8093
24 F 2.3500 2.9157 0.2193
25 N -2.8230 4.2603 2.7252
26 C -2.0149 4.0015 1.6398
27 C -1.5007 2.7157 1.4382
28 N -0.7140 2.4329 0.4084
29 C -0.4695 3.4387 -0.4520
30 C -1.0030 4.6877 -0.2522
31 N -1.7755 4.9951 0.7931
32 H -2.7067 3.6525 3.5183
33 H -2.9336 5.2385 2.9328
34 H -1.7280 1.9104 2.1231
35 H 0.1813 3.2221 -1.2840
36 H -0.8080 5.4870 -0.9565
37 C -3.0810 1.3344 -1.4384
38 Si -1.5410 0.1935 -1.6469
39 C -2.3786 -1.5964 -1.6024
40 C -3.2843 -1.8879 -2.8056
41 C -3.2668 -1.6620 -0.3530
42 C -1.3310 -2.7149 -1.5087
43 C -0.9524 0.5916 -3.4913
44 C -0.0903 1.8600 -3.5301
45 C -0.1069 -0.5504 -4.0653
46 C -2.1465 0.8520 -4.4208
47 H -3.9057 1.0404 -2.0934
48 H -2.8354 2.3764 -1.6636
49 H -3.4408 1.2988 -0.4064
50 H -4.0415 -1.1105 -2.9294
51 H -3.8096 -2.8407 -2.6506
52 H -2.7218 -1.9750 -3.7352
53 H -4.1555 -1.0377 -0.4722
54 H -2.7423 -1.3291 0.5433
55 H -3.6035 -2.6936 -0.1857
56 H -0.5190 -2.5926 -2.2287
57 H -1.8019 -3.6887 -1.6963
58 H -0.8944 -2.7541 -0.5116
59 H 0.7603 1.7868 -2.8521
60 H -0.6831 2.7468 -3.2844
61 H 0.2996 2.0062 -4.5459
62 H 0.7900 -0.7229 -3.4678
63 H 0.2237 -0.2937 -5.0805
64 H -0.6642 -1.4861 -4.1293
65 H -2.7273 1.7116 -4.0805
66 H -2.8168 -0.0018 -4.4911
67 H -1.7839 1.0775 -5.4331



Record 6
This record from OMol25 describes an isolated molecule of C7H8OS in a non-equilibrium geometry. The level of theory is wB97M-V/def2-TZVPD.

The multiplicity is 1. As for the HOMO energy (alpha / beta): -8.31 / -8.41 eV. For the energy above the lowest of the compared OMol25 structures with the same formula, charge and spin, the calculation gives 5.3172 eV. Its SMILES is CC1=CCC=C=S(=O)=C1.

Positions of all 17 atoms, in Å:
1 C 1.0037 1.3063 1.5739
2 C 0.3297 0.9011 0.2518
3 C -1.0183 0.8285 0.1769
4 C -1.6582 0.0199 -0.8312
5 C -1.1111 -1.4332 -0.7378
6 C 0.0761 -1.8889 -0.5732
7 S 1.7034 -1.5484 -0.0108
8 O 2.5889 -2.2269 -0.9136
9 C 1.2051 0.1481 -0.5819
10 H 0.3027 1.9233 2.0461
11 H 1.8923 1.8468 1.6010
12 H 1.1409 0.4270 2.2695
13 H -1.5192 1.3533 1.0187
14 H -2.8292 0.0639 -0.7567
15 H -1.5130 0.2046 -1.9759
16 H -2.0524 -2.1115 -0.9370
17 H 1.4587 0.1859 -1.6199



What did the first record say?
This record from OMol25 describes an isolated molecule of C3H6Br2OSi in a non-equilibrium geometry. The level of theory is wB97M-V/def2-TZVPD.

The multiplicity is 1. As for the HOMO energy: -9.69 eV. For the energy above the lowest of the compared OMol25 structures with the same formula, charge and spin, the calculation gives 0.0115 eV. Its SMILES is C=CCO[SiH](Br)Br.

Positions of all 13 atoms, in Å:
1 C -2.2604 0.7346 -0.0517
2 C -1.2460 -0.0678 0.0025
3 C -0.2766 -0.2736 1.1299
4 O 0.8585 -0.9876 0.6777
5 Si 2.0401 -0.3032 -0.8638
6 Br 4.0820 -1.2031 -0.4032
7 Br 2.2313 1.8645 -0.8621
8 H -2.6863 0.7213 -1.0274
9 H -2.7126 1.1591 0.7484
10 H -0.8678 -0.5735 -0.8795
11 H -0.7327 -0.8330 1.9724
12 H 0.1070 0.6775 1.5769
13 H 1.4635 -0.9152 -2.0200